Run one
C4H11NO | the ωB97M-V functional and the def2-TZVPD basis

Structure (ORCA input):
```
! wB97M-V def2-TZVPD RIJCOSX def2/J DEFGRID3
* xyz 0 1
H -1.131 -1.196 -2.898
H -2.429 0.830 0.567
H 1.940 1.341 2.253
C 2.469 1.208 1.302
H 3.545 1.346 1.475
C -2.628 0.013 -0.106
H -2.275 -0.836 0.490
N -1.617 -1.115 -2.023
C -1.898 0.059 -1.404
C 2.250 -0.270 0.940
H 2.840 -0.998 1.494
H -1.750 -2.021 -1.599
H 2.169 1.933 0.561
O -1.597 1.120 -1.933
H -3.675 -0.080 -0.441
H 1.359 -0.758 1.403
H 2.428 -0.576 -0.082
*
```

Properties
Orbital gap in eV: 10.44
Lowest unoccupied orbital energy in eV: 0.8
Structure (SMILES): CC(N)=O.CC


Run two
C4H11NO | the ωB97M-V functional and the def2-TZVPD basis

Structure (ORCA input):
```
! wB97M-V def2-TZVPD RIJCOSX def2/J DEFGRID3
* xyz 0 1
H -2.743 0.560 0.975
H -2.786 -1.108 1.695
H 1.982 0.172 -1.894
H -1.782 0.073 -0.674
N -1.960 -0.913 -0.420
H 0.006 -1.351 0.650
H -0.064 -2.027 -1.118
C -2.140 -0.307 1.294
H 1.269 1.271 0.918
C 2.019 0.909 0.194
H 1.260 1.761 -1.696
O 0.088 0.149 -1.036
C -0.572 -1.347 -0.379
H 2.454 0.000 0.617
C 1.286 0.725 -1.223
H 2.911 1.585 0.212
H -1.228 -0.152 1.883
*
```

Properties
Orbital gap in eV: 10.20
Lowest unoccupied orbital energy in eV: 1.0
Structure (SMILES): CCOCNC


Result of the stability comparison: run one is the most stable of them.


Run one
CH4O2PS | the ωB97M-V functional and the def2-TZVPD basis

Structure (ORCA input):
```
! wB97M-V def2-TZVPD RIJCOSX def2/J DEFGRID3
* xyz -1 1
H -0.899 1.226 -0.824
P -0.018 -1.055 1.626
H 0.752 -2.083 0.031
H 0.952 1.001 1.837
S -0.640 1.911 0.291
C 0.405 0.652 1.006
O 1.388 -1.519 1.843
O -0.179 -1.582 -0.034
H 1.403 0.266 0.058
*
```

Properties
Orbital gap in eV: 6.63
Lowest unoccupied orbital energy in eV: 3.4


Run two
CH4O2PS | the ωB97M-V functional and the def2-TZVPD basis

Structure (ORCA input):
```
! wB97M-V def2-TZVPD RIJCOSX def2/J DEFGRID3
* xyz -1 1
H 2.515 0.004 0.486
C 1.743 0.767 0.459
H -1.662 -2.316 -0.337
O -0.298 1.909 -0.953
H -2.478 -1.073 -0.634
S 0.384 0.403 1.609
O -2.539 -2.036 -0.619
P 0.202 0.565 -0.580
H 2.133 1.778 0.568
*
```

Properties
Orbital gap in eV: 7.51
Lowest unoccupied orbital energy in eV: 3.8


Result of the stability comparison: run two is the most stable of them.


Run one
C3H8N2O3S | the ωB97M-V functional and the def2-TZVPD basis

Structure (ORCA input):
```
! wB97M-V def2-TZVPD RIJCOSX def2/J DEFGRID3
* xyz 0 1
O -2.408 -0.227 0.794
H -0.683 1.771 2.058
C 1.445 0.042 0.144
N 0.403 -0.768 -0.391
H -0.346 -1.510 -3.076
C -0.941 -1.143 -2.235
S -1.045 -0.255 1.224
H 1.567 1.249 1.947
O -0.189 -0.193 -1.499
H 2.074 0.390 -0.682
O -0.739 -0.920 2.460
H -1.834 -0.635 -2.598
C 1.016 1.286 0.999
N -0.408 1.317 1.201
H -1.231 -1.979 -1.598
H 1.293 2.203 0.473
H 2.028 -0.629 0.779
*
```

Properties
Orbital gap (alpha / beta) in eV: 9.10 / 9.10
Lowest unoccupied orbital energy (alpha / beta) in eV: -0.1 / -0.1


Run two
C3H8N2O3S | the ωB97M-V functional and the def2-TZVPD basis

Structure (ORCA input):
```
! wB97M-V def2-TZVPD RIJCOSX def2/J DEFGRID3
* xyz 0 1
C -0.783 -1.373 0.405
H -1.236 -3.333 -0.355
N -0.923 1.331 -1.528
H 0.574 2.274 -1.097
H 1.208 3.688 -0.483
O 0.779 1.467 1.599
N 1.430 2.743 -0.771
S 2.071 1.563 0.947
H 0.258 -1.339 0.062
C -1.265 -2.798 0.593
O 2.433 0.364 0.217
O -1.637 -0.767 -0.599
H -2.291 -2.806 0.958
H -0.862 -0.789 1.328
H 2.124 2.749 -1.508
H -0.626 -3.304 1.310
C -1.253 0.329 -1.076
*
```

Properties
Orbital gap in eV: 10.47
Lowest unoccupied orbital energy in eV: 0.8


Result of the stability comparison: run two is the most stable of them.


Run one
C3H8N2O3S | the ωB97M-V functional and the def2-TZVPD basis

Structure (ORCA input):
```
! wB97M-V def2-TZVPD RIJCOSX def2/J DEFGRID3
* xyz 0 1
O 1.006 2.976 -1.541
C -0.936 -0.088 1.204
H -1.163 -1.818 -0.075
N 0.495 -0.754 -0.658
H 0.030 2.024 0.690
H 0.220 -2.094 0.919
C 0.292 0.609 -0.654
C -0.332 -1.321 0.373
N -0.169 1.054 0.530
H -2.035 0.212 1.049
O 2.641 1.546 -0.362
H -1.165 1.036 -1.921
H 3.319 1.115 -0.896
H -0.762 -0.377 2.219
O 2.050 1.021 -2.714
H 0.353 -1.146 -1.619
S 1.518 1.627 -1.561
*
```

Properties
Orbital gap (alpha / beta) in eV: 8.33 / 8.33
Lowest unoccupied orbital energy (alpha / beta) in eV: 0.6 / 0.6


Run two
C3H8N2O3S | the ωB97M-V functional and the def2-TZVPD basis

Structure (ORCA input):
```
! wB97M-V def2-TZVPD RIJCOSX def2/J DEFGRID3
* xyz 0 1
O 1.591 1.072 1.487
C -1.490 1.023 -0.497
H 2.365 -1.869 -0.063
H 1.213 -1.991 -1.462
N -0.251 1.552 0.020
C -2.269 0.104 0.304
H 2.535 0.865 1.475
H -2.171 1.736 -0.802
H 0.805 -2.985 -0.002
C 1.230 -2.001 -0.402
H -0.393 1.950 0.940
O -2.091 -0.239 1.444
S 1.019 0.510 0.073
H -1.270 0.625 -1.529
O 1.993 0.774 -0.974
H -3.246 -0.250 -0.116
N 0.432 -0.874 0.103
*
```

Properties
Orbital gap in eV: 9.98
Lowest unoccupied orbital energy in eV: 0.5
Structure (SMILES): CN=[S@](=O)(O)NCC=O


Result of the stability comparison: run two is the most stable of them.


Run one
C3H3NO | the ωB97M-V functional and the def2-TZVPD basis

Structure (ORCA input):
```
! wB97M-V def2-TZVPD RIJCOSX def2/J DEFGRID3
* xyz 0 1
C 0.573 -0.701 -0.104
O -1.379 1.214 1.501
C 0.107 0.063 -1.088
H -0.097 1.100 -0.815
C -0.424 0.556 1.376
H -0.189 -0.308 -2.058
N 0.550 -0.179 1.230
H 0.935 -1.722 -0.192
*
```

Properties
Orbital gap in eV: 10.55
Lowest unoccupied orbital energy in eV: 0.9
Structure (SMILES): C=CN=C=O


Run two
C3H3NO | the ωB97M-V functional and the def2-TZVPD basis

Structure (ORCA input):
```
! wB97M-V def2-TZVPD RIJCOSX def2/J DEFGRID3
* xyz 0 1
C -0.767 -0.769 0.965
H -1.844 -0.634 1.000
N 0.883 1.452 -0.850
H -0.242 -1.025 1.881
O 0.360 1.938 0.119
C 0.623 0.020 -1.047
H 1.080 -0.396 -1.936
C -0.093 -0.586 -0.133
*
```

Properties
Orbital gap in eV: 8.71
Lowest unoccupied orbital energy in eV: -0.5
Structure (SMILES): C=C=CN=O


Run three
C3H3NO | the ωB97M-V functional and the def2-TZVPD basis

Structure (ORCA input):
```
! wB97M-V def2-TZVPD RIJCOSX def2/J DEFGRID3
* xyz 0 1
N -0.446 -1.476 -0.413
H 0.769 -0.498 1.069
H -1.289 1.382 -0.130
C 0.564 -1.115 -1.070
O -0.348 1.883 1.550
H 1.187 -1.065 -1.808
C 0.141 -0.316 0.199
C -0.578 1.205 0.603
*
```

Properties
Orbital gap in eV: 10.13
Lowest unoccupied orbital energy in eV: 0.5
Structure (SMILES): O=C[C@@H]1C=N1


Result of the stability comparison: run one is the most stable of them.


Run one
C2H4P2 | the ωB97M-V functional and the def2-TZVPD basis

Structure (ORCA input):
```
! wB97M-V def2-TZVPD RIJCOSX def2/J DEFGRID3
* xyz 0 1
H 1.916 2.253 -0.515
C -1.792 -1.225 -0.648
C 1.011 0.221 0.512
H -1.407 -1.707 -1.546
H 0.661 -0.410 1.331
H 0.636 -0.218 -0.411
P -2.680 -0.630 0.413
P 1.655 1.715 0.863
*
```

Properties
Orbital gap in eV: 10.00
Lowest unoccupied orbital energy in eV: 0.3
Structure (SMILES): C#P.C=P


Run two
C2H4P2 | the ωB97M-V functional and the def2-TZVPD basis

Structure (ORCA input):
```
! wB97M-V def2-TZVPD RIJCOSX def2/J DEFGRID3
* xyz 0 1
C 0.516 -0.667 1.136
H 1.381 -0.078 1.286
H 0.571 1.274 -1.057
H 0.161 -1.163 1.935
P -0.300 -1.182 -0.469
H -0.711 0.729 -2.162
P -1.277 0.510 0.442
C -0.341 0.577 -1.111
*
```

Properties
Orbital gap in eV: 8.83
Lowest unoccupied orbital energy in eV: 0.5
Structure (SMILES): C1P2#P1C2


Result of the stability comparison: run two is the most stable of them.